[1]
{
  "formula": "C37H90N7O9PS",
  "method": "wB97M-V/def2-TZVPD",
  "symbols": ["C", "C", "C", "C", "C", "C", "P", "S", "C", "C", "O", "C", "O", "H", "H", "H", "H", "H", "H", "H", "H", "H", "H", "H", "H", "H", "C", "O", "C", "C", "C", "N", "H", "H", "H", "H", "H", "H", "H", "H", "H", "H", "H", "C", "O", "C", "C", "C", "N", "H", "H", "H", "H", "H", "H", "H", "H", "H", "H", "H", "C", "O", "C", "C", "C", "N", "H", "H", "H", "H", "H", "H", "H", "H", "H", "H", "H", "C", "O", "C", "C", "C", "N", "H", "H", "H", "H", "H", "H", "H", "H", "H", "H", "H", "C", "O", "C", "C", "C", "N", "H", "H", "H", "H", "H", "H", "H", "H", "H", "H", "H", "C", "O", "C", "C", "C", "N", "H", "H", "H", "H", "H", "H", "H", "H", "H", "H", "H", "C", "O", "C", "C", "C", "N", "H", "H", "H", "H", "H", "H", "H", "H", "H", "H", "H"],
  "xyz": [[6.078, -1.630, -2.494], [5.390, -2.550, -2.845], [4.531, -3.665, -3.267], [3.314, -3.815, -2.348], [2.483, -2.526, -2.311], [0.948, -2.680, -2.150], [0.400, -4.238, -1.360], [1.230, -4.788, 0.307], [0.259, -1.462, -1.498], [-0.210, -0.705, -2.731], [-0.644, -1.748, -3.634], [0.317, -2.697, -3.557], [0.609, -3.416, -4.457], [6.677, -0.866, -2.052], [4.200, -3.485, -4.293], [5.122, -4.581, -3.253], [2.727, -4.667, -2.697], [3.671, -4.048, -1.346], [2.654, -2.001, -3.255], [2.836, -1.890, -1.500], [-0.973, -3.983, -1.218], [0.432, -5.163, -2.410], [0.940, -0.838, -0.924], [-0.590, -1.796, -0.901], [-0.994, 0.033, -2.596], [0.655, -0.216, -3.191], [11.129, 1.078, 1.544], [11.139, -0.013, 0.643], [10.206, -1.042, 0.903], [8.789, -0.766, 0.394], [8.009, 0.247, 1.227], [8.773, -0.346, -1.010], [10.910, 0.744, 2.563], [10.405, 1.843, 1.253], [12.125, 1.518, 1.523], [10.587, -1.918, 0.370], [10.201, -1.286, 1.974], [8.256, -1.720, 0.451], [8.318, 1.269, 1.005], [6.946, 0.174, 1.000], [8.142, 0.070, 2.296], [9.170, -1.079, -1.591], [9.409, 0.440, -1.116], [13.451, -1.129, -4.456], [12.710, -1.495, -3.310], [13.359, -2.383, -2.423], [14.350, -1.727, -1.453], [15.671, -1.316, -2.095], [13.774, -0.580, -0.754], [14.059, -1.965, -4.818], [14.103, -0.272, -4.268], [12.736, -0.853, -5.230], [12.556, -2.832, -1.832], [13.843, -3.193, -2.988], [14.574, -2.489, -0.699], [15.567, -0.387, -2.657], [16.420, -1.142, -1.323], [16.047, -2.087, -2.771], [12.955, -0.862, -0.224], [13.403, 0.061, -1.452], [-2.957, 0.549, 2.226], [-2.462, -0.421, 1.321], [-2.929, -1.741, 1.520], [-4.316, -2.030, 0.937], [-5.456, -1.410, 1.737], [-4.444, -1.621, -0.464], [-3.093, 0.124, 3.225], [-3.902, 0.983, 1.891], [-2.216, 1.346, 2.281], [-2.206, -2.384, 1.010], [-2.891, -1.995, 2.588], [-4.438, -3.117, 0.971], [-5.558, -0.343, 1.535], [-6.401, -1.885, 1.469], [-5.299, -1.545, 2.808], [-3.781, -2.134, -1.037], [-4.162, -0.647, -0.537], [-7.342, 2.808, 5.013], [-6.867, 1.805, 4.139], [-7.349, 0.498, 4.387], [-8.737, 0.202, 3.814], [-9.886, 0.837, 4.590], [-8.853, 0.578, 2.401], [-7.465, 2.420, 6.030], [-8.286, 3.243, 4.677], [-6.597, 3.604, 5.026], [-6.635, -0.164, 3.896], [-7.311, 0.280, 5.464], [-8.860, -0.884, 3.871], [-9.987, 1.898, 4.357], [-10.827, 0.357, 4.322], [-9.746, 0.733, 5.668], [-8.173, 0.054, 1.856], [-8.569, 1.550, 2.306], [-3.779, 6.359, 8.146], [-4.338, 5.667, 7.048], [-3.457, 4.804, 6.358], [-3.267, 3.426, 7.001], [-2.385, 3.430, 8.245], [-4.541, 2.777, 7.319], [-2.737, 6.634, 7.952], [-3.825, 5.774, 9.069], [-4.362, 7.268, 8.286], [-3.912, 4.658, 5.374], [-2.488, 5.299, 6.202], [-2.769, 2.810, 6.245], [-2.929, 3.792, 9.118], [-2.054, 2.417, 8.469], [-1.501, 4.056, 8.106], [-5.075, 2.662, 6.463], [-5.088, 3.422, 7.883], [-13.728, -1.221, -1.360], [-13.241, -1.013, -0.052], [-11.832, -1.034, 0.085], [-11.121, 0.270, -0.285], [-11.037, 0.535, -1.785], [-11.702, 1.436, 0.381], [-13.106, -1.940, -1.904], [-13.780, -0.293, -1.935], [-14.735, -1.627, -1.271], [-11.649, -1.225, 1.145], [-11.414, -1.879, -0.481], [-10.102, 0.169, 0.095], [-11.982, 0.911, -2.181], [-10.280, 1.293, -1.985], [-10.769, -0.369, -2.336], [-11.616, 1.319, 1.386], [-12.701, 1.447, 0.193], [1.936, 1.548, -8.826], [1.423, 2.493, -7.908], [0.229, 2.121, -7.252], [0.419, 1.197, -6.046], [0.754, -0.245, -6.402], [1.427, 1.694, -5.102], [1.128, 1.028, -9.351], [2.579, 0.809, -8.342], [2.531, 2.096, -9.555], [-0.208, 3.059, -6.899], [-0.475, 1.680, -7.970], [-0.541, 1.192, -5.517], [1.800, -0.361, -6.687], [0.584, -0.883, -5.540], [0.131, -0.618, -7.217], [1.149, 2.606, -4.753], [2.288, 1.861, -5.615]],
  "multiplicity": 1,
  "e_homo_ev": -8.9,
  "homo_lumo_gap_ha": 0.3442,
  "smiles": "C#CCCC[C@@]1([PH2]=S)CCOC1=O.COC[C@@H](C)N.COC[C@@H](C)N.COC[C@@H](C)N.COC[C@@H](C)N.COC[C@@H](C)N.COC[C@@H](C)N.COC[C@@H](C)N",
  "total_energy_ha": -3263.54950
}


[2]
{
  "formula": "C37H90N8O13",
  "method": "wB97M-V/def2-TZVPD",
  "symbols": ["C", "C", "C", "N", "C", "C", "C", "C", "C", "C", "H", "H", "H", "H", "H", "H", "H", "H", "H", "H", "H", "H", "H", "H", "H", "H", "H", "H", "H", "H", "C", "C", "O", "N", "H", "H", "C", "H", "H", "H", "H", "H", "H", "C", "C", "O", "N", "H", "H", "C", "H", "H", "H", "H", "H", "H", "C", "C", "O", "N", "H", "H", "C", "H", "H", "H", "H", "H", "H", "C", "C", "O", "N", "H", "H", "C", "H", "H", "H", "H", "H", "H", "C", "C", "O", "N", "H", "H", "C", "H", "H", "H", "H", "H", "H", "C", "C", "O", "N", "H", "H", "C", "H", "H", "H", "H", "H", "H", "C", "C", "N", "C", "C", "C", "C", "C", "O", "C", "H", "H", "H", "H", "H", "H", "H", "H", "H", "H", "H", "H", "H", "H", "H", "H", "H", "H", "H", "H", "O", "C", "O", "O", "H", "O", "C", "O", "O", "H"],
  "xyz": [[-3.739, 1.076, 3.087], [-2.846, 2.047, 2.207], [-3.630, 2.310, 0.919], [-2.936, 3.255, -0.062], [-3.773, 3.242, -1.363], [-3.344, 4.250, -2.404], [-3.359, 5.641, -1.778], [-2.439, 5.633, -0.532], [-2.905, 4.604, 0.529], [-1.596, 2.757, -0.329], [-3.842, 0.049, 2.717], [-4.730, 1.511, 3.245], [-3.313, 0.972, 4.093], [-1.879, 1.570, 1.993], [-2.649, 2.959, 2.778], [-4.650, 2.702, 1.068], [-3.829, 1.364, 0.373], [-4.814, 3.366, -1.088], [-3.605, 2.239, -1.726], [-4.056, 4.195, -3.226], [-2.361, 4.052, -2.847], [-4.329, 5.892, -1.332], [-3.035, 6.338, -2.546], [-2.345, 6.625, -0.092], [-1.395, 5.327, -0.733], [-3.936, 4.740, 0.830], [-2.218, 4.638, 1.376], [-0.966, 2.980, 0.535], [-1.153, 3.228, -1.212], [-1.595, 1.684, -0.536], [-2.544, -2.864, -4.072], [-3.742, -2.660, -3.058], [-4.975, -2.814, -3.175], [-3.163, -2.403, -1.616], [-3.066, -3.363, -1.299], [-2.261, -1.947, -1.571], [-4.185, -1.671, -0.792], [-2.918, -3.081, -5.074], [-2.022, -3.772, -3.746], [-1.865, -2.004, -4.001], [-3.763, -1.403, 0.179], [-5.104, -2.253, -0.709], [-4.304, -0.702, -1.297], [-4.140, -5.143, 3.355], [-3.726, -3.708, 2.888], [-4.292, -2.632, 2.685], [-2.058, -3.651, 2.612], [-1.654, -4.275, 3.325], [-1.835, -3.996, 1.687], [-1.569, -2.220, 2.737], [-3.344, -5.612, 3.929], [-4.418, -5.795, 2.523], [-5.049, -5.023, 3.954], [-0.482, -2.191, 2.609], [-1.887, -1.811, 3.696], [-2.006, -1.640, 1.915], [5.405, 0.106, 1.529], [4.166, 0.084, 0.668], [3.405, 0.866, 0.170], [3.740, -1.426, 0.444], [4.148, -2.052, 1.142], [2.679, -1.556, 0.455], [4.139, -1.797, -0.977], [6.195, -0.627, 1.324], [5.071, 0.039, 2.576], [5.828, 1.126, 1.515], [3.764, -2.805, -1.215], [5.213, -1.797, -1.176], [3.588, -1.091, -1.597], [1.610, 3.910, -2.308], [2.735, 3.436, -3.216], [3.930, 3.657, -3.187], [2.340, 2.298, -4.103], [3.183, 1.730, -4.179], [1.439, 1.792, -3.717], [2.068, 2.855, -5.519], [1.315, 3.119, -1.599], [0.734, 4.228, -2.866], [1.966, 4.764, -1.730], [1.220, 3.533, -5.412], [1.806, 2.000, -6.146], [2.966, 3.325, -5.908], [0.637, -5.460, -2.348], [1.557, -5.175, -1.132], [2.753, -5.088, -1.067], [0.801, -4.806, 0.131], [0.870, -3.745, 0.298], [-0.191, -4.938, -0.026], [1.283, -5.631, 1.311], [1.077, -6.205, -3.009], [0.249, -4.598, -2.913], [-0.267, -5.949, -1.967], [0.802, -5.212, 2.190], [2.371, -5.574, 1.426], [0.961, -6.666, 1.159], [4.166, -4.601, -4.225], [2.862, -4.066, -4.819], [1.825, -4.418, -5.259], [2.905, -2.403, -4.931], [3.801, -1.981, -4.652], [2.751, -2.339, -5.935], [1.711, -1.764, -4.254], [4.185, -5.698, -4.298], [4.242, -4.229, -3.202], [5.017, -4.220, -4.815], [1.666, -2.044, -3.190], [0.810, -2.110, -4.765], [1.723, -0.663, -4.257], [2.745, -0.651, 4.613], [1.553, 0.190, 4.990], [1.210, 1.381, 4.134], [0.982, 0.883, 2.778], [-0.101, 1.860, 4.538], [-0.287, 2.270, 5.980], [2.273, 2.396, 4.233], [2.328, 3.320, 3.017], [1.116, 4.046, 2.812], [1.209, 4.999, 1.749], [2.611, -1.064, 3.620], [2.875, -1.477, 5.326], [3.668, -0.068, 4.675], [1.635, 0.589, 6.011], [0.595, -0.345, 4.995], [0.292, 0.044, 2.735], [1.922, 0.538, 2.350], [0.585, 1.756, 2.248], [-0.782, 1.064, 4.266], [-0.220, 2.728, 3.870], [-1.273, 2.738, 6.130], [0.440, 3.021, 6.337], [-0.173, 1.405, 6.637], [3.246, 1.888, 4.280], [2.130, 2.928, 5.172], [2.674, 2.737, 2.142], [3.143, 4.008, 3.258], [2.092, 5.621, 1.843], [0.289, 5.590, 1.648], [1.451, 4.407, 0.859], [-1.980, 0.302, -2.716], [-1.054, 0.855, -3.538], [0.122, 0.831, -3.094], [-1.481, 1.271, -4.550], [-1.592, 0.017, -1.863], [1.145, -0.544, -1.216], [0.335, -1.259, -0.424], [-0.906, -1.184, -0.523], [0.948, -1.989, 0.420], [0.658, 0.151, -1.787]],
  "multiplicity": 1,
  "e_homo_ev": -22.0,
  "homo_lumo_gap_ha": 0.2861,
  "total_energy_ha": -2877.48472,
  "charge": 6
}


[3]
{
  "formula": "C37H91N6Na2O15",
  "method": "wB97M-V/def2-TZVPD",
  "symbols": ["Na", "Na", "O", "C", "O", "O", "H", "C", "O", "C", "C", "N", "C", "C", "O", "C", "H", "H", "H", "H", "H", "H", "H", "H", "H", "H", "H", "H", "H", "H", "H", "C", "O", "C", "C", "N", "C", "C", "O", "C", "H", "H", "H", "H", "H", "H", "H", "H", "H", "H", "H", "H", "H", "H", "H", "C", "O", "C", "C", "N", "C", "C", "O", "C", "H", "H", "H", "H", "H", "H", "H", "H", "H", "H", "H", "H", "H", "H", "H", "C", "O", "C", "C", "N", "C", "C", "O", "C", "H", "H", "H", "H", "H", "H", "H", "H", "H", "H", "H", "H", "H", "H", "H", "C", "O", "C", "C", "N", "C", "C", "O", "C", "H", "H", "H", "H", "H", "H", "H", "H", "H", "H", "H", "H", "H", "H", "H", "C", "O", "C", "C", "N", "C", "C", "O", "C", "H", "H", "H", "H", "H", "H", "H", "H", "H", "H", "H", "H", "H", "H", "H"],
  "xyz": [[1.406, -7.682, -0.550], [6.242, -4.926, -1.623], [0.263, -1.429, -0.161], [0.642, -2.683, -0.115], [-0.277, -3.538, -0.176], [1.816, -3.019, -0.227], [-0.649, -1.726, -0.119], [7.196, -1.098, -4.073], [8.151, -1.942, -3.478], [9.479, -1.645, -3.921], [10.465, -2.596, -3.211], [10.223, -3.967, -3.567], [10.992, -4.866, -2.702], [12.534, -4.762, -2.656], [13.176, -3.696, -1.980], [14.594, -3.733, -2.185], [7.486, -0.051, -3.984], [6.265, -1.225, -3.520], [7.041, -1.520, -5.066], [9.825, -0.644, -3.661], [9.626, -1.822, -4.986], [10.304, -2.337, -2.165], [11.468, -2.298, -3.516], [10.359, -4.131, -4.555], [10.704, -5.871, -3.011], [10.640, -4.887, -1.670], [12.908, -4.758, -3.679], [12.828, -5.679, -2.145], [14.993, -4.743, -2.278], [15.152, -3.288, -1.361], [14.937, -3.284, -3.117], [-1.895, -6.688, -3.626], [-2.481, -7.277, -2.463], [-3.769, -7.772, -2.480], [-4.843, -6.742, -2.813], [-4.920, -5.702, -1.786], [-5.596, -6.220, -0.588], [-5.772, -5.153, 0.474], [-6.321, -5.774, 1.637], [-6.557, -4.810, 2.701], [-0.814, -6.632, -3.498], [-2.411, -5.737, -3.762], [-1.956, -7.394, -4.454], [-3.954, -8.228, -1.507], [-3.866, -8.593, -3.190], [-5.831, -7.190, -2.918], [-4.546, -6.436, -3.816], [-3.978, -5.503, -1.480], [-5.033, -7.067, -0.195], [-6.615, -6.582, -0.727], [-6.284, -4.265, 0.101], [-4.794, -4.785, 0.786], [-5.612, -4.349, 2.989], [-6.790, -5.378, 3.601], [-7.345, -4.058, 2.657], [0.311, -0.238, -8.508], [0.284, 0.943, -7.688], [-0.394, 0.888, -6.460], [-0.249, 2.338, -5.867], [-1.213, 3.222, -6.506], [-0.787, 4.677, -6.554], [0.532, 4.809, -7.370], [1.634, 4.880, -6.541], [2.874, 4.885, -7.249], [0.699, -1.047, -7.890], [0.970, -0.087, -9.363], [-0.669, -0.555, -8.864], [0.213, 0.207, -5.864], [-1.435, 0.579, -6.559], [0.753, 2.758, -5.782], [-0.575, 2.177, -4.839], [-1.325, 2.799, -7.416], [-0.634, 5.075, -5.551], [-1.648, 5.175, -6.999], [0.450, 5.633, -8.079], [0.581, 3.854, -7.895], [3.037, 5.754, -7.886], [3.001, 3.988, -7.855], [3.667, 5.001, -6.511], [-8.527, 7.633, -2.104], [-7.546, 7.578, -1.190], [-6.293, 7.129, -1.660], [-5.324, 7.065, -0.446], [-5.724, 6.088, 0.513], [-5.457, 4.724, 0.083], [-6.251, 3.695, 0.897], [-7.619, 3.950, 0.925], [-8.279, 2.910, 1.656], [-8.809, 6.596, -2.288], [-8.211, 8.108, -3.032], [-9.320, 8.180, -1.595], [-5.836, 7.841, -2.347], [-6.382, 6.153, -2.136], [-5.413, 7.996, 0.114], [-4.289, 6.836, -0.700], [-6.724, 6.034, 0.646], [-4.441, 4.383, 0.279], [-5.789, 4.480, -0.926], [-5.784, 3.822, 1.874], [-5.970, 2.716, 0.508], [-8.252, 1.999, 1.058], [-9.266, 3.300, 1.904], [-7.729, 2.780, 2.589], [4.081, 6.443, 3.379], [4.323, 5.007, 3.238], [4.575, 4.533, 1.893], [4.918, 3.052, 1.840], [6.178, 2.808, 2.518], [6.400, 1.379, 2.807], [7.717, 1.282, 3.519], [7.981, -0.045, 4.043], [7.788, -1.083, 3.072], [3.414, 6.857, 2.623], [5.046, 6.926, 3.218], [3.718, 6.738, 4.363], [5.364, 5.097, 1.397], [3.622, 4.636, 1.374], [4.967, 2.835, 0.773], [4.144, 2.509, 2.382], [6.140, 3.300, 3.399], [6.537, 0.732, 1.940], [5.625, 0.931, 3.429], [7.707, 1.805, 4.475], [8.500, 1.664, 2.863], [6.764, -1.138, 2.705], [8.016, -2.038, 3.547], [8.531, -0.966, 2.283], [-2.412, -1.175, 7.157], [-3.544, -1.645, 7.853], [-3.663, -1.157, 9.231], [-5.163, -0.987, 9.668], [-5.835, -0.051, 8.730], [-7.058, 0.673, 9.159], [-8.228, -0.284, 9.459], [-9.430, 0.080, 8.715], [-10.505, -0.860, 8.859], [-1.520, -1.039, 7.769], [-2.720, -0.186, 6.819], [-2.265, -1.838, 6.304], [-3.292, -0.149, 9.421], [-3.213, -1.776, 10.006], [-5.094, -0.594, 10.682], [-5.727, -1.917, 9.737], [-5.190, 0.498, 8.180], [-7.431, 1.292, 8.343], [-6.694, 1.282, 9.987], [-8.408, -0.507, 10.511], [-7.965, -1.227, 8.981], [-10.453, -1.265, 9.869], [-10.407, -1.560, 8.029], [-11.485, -0.399, 8.737]],
  "multiplicity": 1,
  "e_homo_ev": -8.8,
  "homo_lumo_gap_ha": 0.1187,
  "total_energy_ha": -3245.36003,
  "charge": 1
}